25
Properties=species:S:1:pos:R:3 method="wB97M-V/def2-TZVPD" spin_multiplicity=1 e_lumo_ev=-13.25 orbital_gap_ev=3.567 charge=+2 max_force_ev_per_a=2.978
Tl 39.161 4.100 -9.626
O 36.335 4.370 -9.613
H 35.586 4.167 -9.036
C 33.458 2.394 -9.243
O 34.736 2.004 -9.618
H 33.447 3.415 -8.855
H 32.816 2.386 -10.152
H 33.042 1.637 -8.584
H 35.351 2.715 -9.850
C 34.640 3.558 -12.576
O 35.049 4.702 -11.890
H 35.273 2.699 -12.290
H 33.603 3.333 -12.267
H 34.740 3.727 -13.643
H 35.615 4.528 -11.073
C 34.233 6.691 -8.688
C 33.862 6.687 -10.274
O 34.238 7.811 -10.866
O 35.556 6.885 -8.517
H 33.958 5.690 -8.328
H 33.631 7.417 -8.135
H 32.787 6.534 -10.356
H 34.443 5.780 -10.648
H 35.198 7.925 -10.706
H 35.959 6.032 -8.758

***

24
Properties=species:S:1:pos:R:3 method="wB97M-V/def2-TZVPD" spin_multiplicity=1 smiles="O=[N+]([O-])C1([Si](F)(F)c2ccccc2)CC1" e_lumo_ev=0.29 orbital_gap_ev=9.886 max_force_ev_per_a=4.786
C -3.302 -0.767 0.418
C -2.797 -0.781 1.665
C -2.595 -0.152 -0.624
C -1.551 -0.189 1.919
C -1.263 0.214 -0.423
C -0.784 0.376 0.927
C 2.446 0.194 -1.404
C 3.508 0.637 -0.396
C 2.093 0.047 0.026
N 2.046 -1.443 0.674
O 1.611 -1.484 1.774
O 2.317 -2.357 -0.089
F 0.886 2.657 0.876
F 1.460 1.297 2.602
Si 0.915 1.085 1.111
H -4.268 -1.168 0.196
H -3.470 -1.207 2.510
H -3.072 0.123 -1.552
H -1.039 -0.201 2.873
H -0.676 0.656 -1.194
H 1.998 0.957 -1.938
H 2.939 -0.638 -1.967
H 4.262 -0.005 -0.177
H 3.610 1.630 -0.119